[1]
Here is a 2-piece molecular cluster, C2H6OS2 overall from the OMol25 dataset. Energies are from the ωB97M-V functional and the def2-TZVPD basis.

## Properties
HOMO-LUMO gap (eV): 8.536
E_LUMO (hartree): -0.00870
Structure (SMILES): CC=S.OS
HOMO energy (eV): -8.7729
2S+1: 1
Charge: 0
Strongest force on any atom (eV Å⁻¹): 3.7
ΔE to the lowest compared entry with this formula, charge and spin (kJ/mol): 175.5

Each line ends with the Mulliken charge.
CARTESIAN COORDINATES (ANGSTROEM)
C  1.70041  0.61200  -0.93333  -0.72
C  1.14372  -0.58351  -0.34275  -0.02
O  -3.93281  -0.10675  -2.85023  -0.47
S  0.09070  -0.76754  0.86033  -0.24
S  -4.61528  -0.48130  -1.38325  0.00
H  0.94568  1.34372  -1.24051  0.26
H  2.46686  1.20214  -0.26104  0.25
H  2.37969  0.28826  -1.77681  0.27
H  1.62925  -1.49487  -0.90093  0.20
H  -3.75226  0.27562  -0.71127  0.13
H  -4.01317  -0.81616  -3.52136  0.33

***

[2]
Here is the molecule C2H6OS4 from the OMol25 dataset. Energies are from the ωB97M-V functional and the def2-TZVPD basis.

## Properties
HOMO-LUMO gap (alpha / beta) (eV): 6.722 / 5.427
E_LUMO (alpha / beta) (hartree): 0.02733 / -0.10786
<S²>: 2.010
HOMO energy (alpha / beta) (eV): -5.9787 / -8.3622
2S+1: 3
Charge: 0
Strongest force on any atom (eV Å⁻¹): 3.6

Each line ends with the Löwdin spin population.
CARTESIAN COORDINATES (ANGSTROEM)
C  -1.26344  0.02261  -2.64658  0.07
C  1.56934  0.18704  2.73369  0.00
O  0.34425  0.42158  -0.44635  0.32
S  -1.38963  0.64818  -0.92290  0.59
S  0.65751  -1.19900  1.83753  0.04
S  -2.58148  -0.54962  -0.06522  0.83
S  1.11340  -0.96052  -0.00946  0.12
H  -1.93665  -0.72713  -2.74471  0.00
H  -0.21757  -0.20239  -2.84289  0.01
H  -1.50146  0.69363  -3.36069  0.01
H  2.11006  0.77922  1.86796  0.00
H  2.38727  0.05298  3.52323  0.00
H  0.70841  0.83342  3.07639  0.00

***

[3]
Here is a 2-piece molecular cluster, C2H6OSe2 overall from the OMol25 dataset. Energies are from the ωB97M-V functional and the def2-TZVPD basis.

## Properties
HOMO-LUMO gap (alpha / beta) (eV): 9.574 / 4.757
E_LUMO (alpha / beta) (hartree): 0.01494 / -0.09907
HOMO energy (alpha / beta) (eV): -9.1672 / -7.4530
2S+1: 1
Charge: 0
Strongest force on any atom (eV Å⁻¹): 3.3
ΔE to the lowest compared entry with this formula, charge and spin (kJ/mol): 264.2

Each line ends with the Mulliken charge.
CARTESIAN COORDINATES (ANGSTROEM)
C  0.92418  1.36738  -0.95697  -0.48
C  0.97527  -0.07328  0.85012  -0.32
O  1.66197  0.84898  0.05238  -0.33
Se  -2.81945  -0.32996  0.38132  -0.11
Se  0.88952  -1.93659  0.02437  0.00
H  -0.07879  1.28374  -1.10302  0.35
H  1.27551  1.94725  -1.80747  0.33
H  -0.14732  0.28991  1.09058  0.10
H  1.62655  -0.00820  1.70340  0.31
H  -3.74937  -1.48178  0.27073  0.12
H  -0.55807  -1.90745  -0.50543  0.03

***

[4]
Here is C2H6OSn as an isolated structure from the OMol25 dataset. Energies are from the ωB97M-V functional and the def2-TZVPD basis.

## Properties
HOMO-LUMO gap (eV): 6.284
E_LUMO (hartree): -0.48084
HOMO energy (eV): -19.3680
2S+1: 1
Charge: +2
Strongest force on any atom (eV Å⁻¹): 2.3
ΔE to the lowest compared entry with this formula, charge and spin (kJ/mol): 90.7

Each line ends with the Mulliken charge.
CARTESIAN COORDINATES (ANGSTROEM)
Sn  -2.21013  1.54188  -2.47213  1.78
C  -0.01590  -0.45053  1.16153  -0.88
C  0.66639  0.17470  -0.04402  -0.26
O  -0.19517  0.08674  -1.23423  -0.45
H  0.61222  -0.32010  2.04281  0.34
H  -0.23981  -1.49899  0.97754  0.32
H  -0.90700  0.14306  1.37484  0.25
H  1.67430  -0.17059  -0.26330  0.33
H  0.70389  1.24355  0.16457  0.24
H  -0.08880  -0.74972  -1.70762  0.33

***

[5]
Here is the molecule C2H6P2 from the OMol25 dataset. Energies are from the ωB97M-V functional and the def2-TZVPD basis.

## Properties
HOMO-LUMO gap (alpha / beta) (eV): 8.062 / 6.484
E_LUMO (alpha / beta) (hartree): -0.00793 / -0.03598
Structure (SMILES): [H]/P=C(/C)P
HOMO energy (alpha / beta) (eV): -8.2774 / -7.4634
2S+1: 1
Charge: 0
Strongest force on any atom (eV Å⁻¹): 5.0
ΔE to the lowest compared entry with this formula, charge and spin (kJ/mol): 261.2

Each line ends with the Mulliken charge.
CARTESIAN COORDINATES (ANGSTROEM)
C  -0.04792  -0.18550  -0.19297  0.08
C  1.17465  0.66388  -0.48500  -1.12
P  -0.97749  -1.42292  -1.69687  0.05
P  -0.61367  -0.52656  1.44026  -0.08
H  2.10781  -0.03884  -0.37330  0.26
H  1.33471  1.43441  0.18303  0.38
H  1.30342  1.10454  -1.42986  0.36
H  -2.24788  -1.36280  -0.85533  -0.01
H  -1.96458  -0.34393  1.18778  0.04
H  -0.06905  0.67771  2.22226  0.04

***

[6]
Here is C2H6P2S2 as an isolated structure from the OMol25 dataset. Energies are from the ωB97M-V functional and the def2-TZVPD basis.

## Properties
HOMO-LUMO gap (alpha / beta) (eV): 7.631 / 6.146
E_LUMO (alpha / beta) (hartree): -0.02671 / -0.06842
HOMO energy (alpha / beta) (eV): -8.3580 / -8.0073
2S+1: 1
Charge: 0
Strongest force on any atom (eV Å⁻¹): 2.3
ΔE to the lowest compared entry with this formula, charge and spin (kJ/mol): 285.6

Each line ends with the Mulliken charge.
CARTESIAN COORDINATES (ANGSTROEM)
C  0.35480  -1.49393  -1.17300  -0.61
C  1.08303  -0.33264  0.94983  -0.47
P  -0.40483  -1.48310  0.60262  0.04
P  1.75770  -0.25503  -0.77510  -0.02
S  -2.16625  2.62494  -0.03889  -0.07
S  -0.29344  2.74557  -0.59606  -0.16
H  0.87302  -2.47294  -1.39876  0.29
H  -0.48129  -1.35192  -1.94591  0.33
H  0.56180  0.62389  1.18549  0.14
H  1.85497  -0.80922  1.62907  0.35
H  -1.39863  -0.47698  0.39698  -0.02
H  -1.74086  2.68134  1.16372  0.19

***

[7]
Here is a 2-piece molecular cluster, C2H6S2 overall from the OMol25 dataset. Energies are from the ωB97M-V functional and the def2-TZVPD basis.

## Properties
HOMO-LUMO gap (alpha / beta) (eV): 7.935 / 4.001
E_LUMO (alpha / beta) (hartree): -0.20191 / -0.34646
<S²>: 0.755
HOMO energy (alpha / beta) (eV): -13.4292 / -13.4283
2S+1: 2
Charge: +1
Strongest force on any atom (eV Å⁻¹): 1.4
ΔE to the lowest compared entry with this formula, charge and spin (kJ/mol): 223.9

Each line ends with the Löwdin spin population.
CARTESIAN COORDINATES (ANGSTROEM)
S  1.54036  -1.29653  -1.63393  0.47
S  0.67982  -3.09036  -1.34600  0.47
H  0.48874  -0.56057  -1.19366  0.03
H  0.77430  -3.56832  -2.61205  0.03
C  -0.18366  1.72168  0.70913  0.00
C  -1.00503  1.20872  1.60836  0.00
H  0.84677  2.00859  0.83756  0.00
H  -0.47931  1.72525  -0.34280  0.00
H  -0.68360  1.02794  2.62385  0.00
H  -1.97840  0.82360  1.34953  0.00

***

[8]
Here is a 2-piece molecular cluster, C2H6Se overall from the OMol25 dataset. Energies are from the ωB97M-V functional and the def2-TZVPD basis.

## Properties
HOMO-LUMO gap (eV): 9.137
E_LUMO (hartree): 0.02528
HOMO energy (eV): -8.4492
2S+1: 1
Charge: 0
Strongest force on any atom (eV Å⁻¹): 3.0
ΔE to the lowest compared entry with this formula, charge and spin (kJ/mol): 202.5

Each line ends with the Mulliken charge.
CARTESIAN COORDINATES (ANGSTROEM)
C  -1.07842  -0.74894  -0.28948  -0.73
C  0.51826  0.35371  0.66062  -0.79
Se  2.27097  0.40821  -0.10891  -0.04
H  -1.38950  -1.72398  0.18939  0.24
H  -1.87007  -0.05536  -0.36972  0.30
H  -0.79010  -0.92860  -1.30784  0.26
H  0.61799  0.00916  1.67812  0.34
H  0.15775  1.38618  0.68181  0.34
H  1.56311  1.29960  -1.13400  0.09

***

[9]
Here is the molecule C2H7B from the OMol25 dataset. Energies are from the ωB97M-V functional and the def2-TZVPD basis.

## Properties
HOMO-LUMO gap (eV): 10.938
E_LUMO (hartree): 0.02911
Structure (SMILES): CBC
HOMO energy (eV): -10.1453
2S+1: 1
Charge: 0
Strongest force on any atom (eV Å⁻¹): 3.9
ΔE to the lowest compared entry with this formula, charge and spin (kJ/mol): 33.0

Each line ends with the Mulliken charge.
CARTESIAN COORDINATES (ANGSTROEM)
B  -0.16896  0.59260  0.42707  0.08
C  -0.32378  -0.98760  0.71549  -0.80
C  -0.00463  0.66137  -1.10872  -0.92
H  -1.28513  -1.09431  1.24798  0.24
H  -0.05209  1.72570  0.91920  -0.06
H  -0.20993  -1.63624  -0.13238  0.28
H  0.41288  -1.34265  1.50629  0.25
H  -0.08355  -0.19783  -1.76071  0.34
H  1.09379  0.63086  -1.01540  0.34
H  -0.25508  1.60861  -1.50409  0.27

***

[10]
Here is a 2-piece molecular cluster, C2H7Br2N3 overall from the OMol25 dataset. Energies are from the ωB97M-V functional and the def2-TZVPD basis.

## Properties
HOMO-LUMO gap (eV): 5.767
E_LUMO (hartree): -0.40171
HOMO energy (eV): -16.6982
2S+1: 1
Charge: +2
Strongest force on any atom (eV Å⁻¹): 4.6
ΔE to the lowest compared entry with this formula, charge and spin (kJ/mol): 5.9

Each line ends with the Mulliken charge.
CARTESIAN COORDINATES (ANGSTROEM)
C  -1.31215  0.07509  0.36866  0.81
C  -0.17796  0.76407  -0.41934  0.30
N  -2.44289  0.61985  0.44080  -0.29
N  -0.98072  -1.05120  0.87096  -0.30
N  1.11209  0.66549  -0.13296  -0.36
Br  -0.78127  1.66606  -2.00635  0.14
Br  4.29994  -1.12543  -0.96556  -0.23
H  -2.68959  1.55017  0.04485  0.23
H  -3.24023  0.27004  0.88161  0.26
H  -0.08154  -1.32021  0.81755  0.20
H  -1.52130  -1.56831  1.62065  0.31
H  4.40308  -2.30414  -1.75885  0.26
H  1.93157  1.26421  -0.59608  0.35
H  1.48098  0.49432  0.83405  0.31